Entry 1:
Computed, not measured: a cluster of 11 separate species, C49H77BBr24F6INO7 in total at a distorted geometry, with ωB97M-V with the def2-TZVPD basis set.

**E_tot**: -1773978.41143 eV
**2S+1**: 1
**LUMO energy**: -1.700 eV
**HOMO-LUMO gap**: 0.264 Eh

Cartesian coordinates (Å):
C  0.29940  10.99186  4.38843
C  0.61513  10.55350  5.92684
C  -0.64027  9.86113  6.65826
C  -0.47126  8.25885  6.85045
C  -1.14681  7.41369  5.63977
C  -0.11486  6.32281  5.04171
C  -0.75101  5.70021  3.70307
C  -1.90487  4.61680  4.09745
C  -2.27487  3.84039  2.73968
C  -1.89799  2.28067  2.74151
C  -2.86151  1.38117  1.81701
C  -2.17577  0.80987  0.48513
C  -1.09812  1.81088  -0.16619
C  -1.52866  3.23402  -0.67495
I  -3.61634  3.92697  -0.59014
C  -0.52709  4.27382  -1.27790
B  -0.95967  5.75115  -1.79572
O  -0.47456  6.91274  -1.09181
O  -1.81477  5.81580  -2.95435
C  0.95793  3.85396  -1.36642
C  1.36917  2.42441  -0.90069
C  0.40600  1.37185  -0.30061
C  0.93491  -0.06513  0.14420
O  0.83660  -0.47120  1.31684
C  1.56986  -0.99483  -1.03170
F  1.28350  -0.34330  -2.28273
F  2.98647  -1.06003  -0.96066
C  0.87863  -2.44717  -1.11190
F  -0.51568  -2.40740  -0.79904
F  0.95014  -2.87016  -2.48047
C  1.60936  -3.57648  -0.23697
F  0.57597  -4.45161  0.25081
F  2.26212  -3.08029  0.91443
C  2.55520  -4.50462  -1.15510
O  3.78849  -4.36209  -1.26498
O  1.94890  -5.54366  -1.93145
C  2.93277  2.41298  -1.20999
O  3.89213  1.75281  -0.73714
N  3.13406  3.46351  -2.26702
C  2.25770  4.62030  -1.87240
O  2.49613  5.83497  -1.88961
H  0.83867  11.97435  4.14896
H  -0.81497  11.07995  4.17048
H  0.73279  10.17411  3.69792
H  1.54245  9.86586  5.88430
H  0.89551  11.47779  6.54829
H  -0.77393  10.32792  7.70205
H  -1.62170  10.05496  6.07931
H  0.64386  7.96098  6.86645
H  -0.91379  7.97730  7.87920
H  -2.07545  6.85588  6.03915
H  -1.53963  8.14189  4.83333
H  -0.00678  5.49794  5.82258
H  0.90568  6.81545  4.82553
H  0.01094  5.22426  2.99328
H  -1.21061  6.58736  3.11941
H  -1.58349  3.92761  4.94838
H  -2.82318  5.25668  4.38161
H  -3.41141  3.98999  2.56694
H  -1.75290  4.34493  1.84357
H  -2.03187  1.91698  3.82993
H  -0.77984  2.16146  2.51560
H  -3.21875  0.50423  2.47852
H  -3.80833  2.00929  1.62657
H  -1.66781  -0.18365  0.78026
H  -3.02219  0.53930  -0.24684
H  0.01768  6.52732  -0.32229
H  -2.25205  6.70183  -2.94767
H  2.47453  -6.37175  -1.83464
H  2.84539  3.09602  -3.19399
Br  -5.42585  4.81926  3.47170
C  -6.50108  3.20835  3.69486
C  -7.18157  2.82060  2.40596
Br  -8.72069  3.96137  2.04349
H  -7.19584  3.40121  4.50992
H  -5.79291  2.43534  4.00177
H  -7.58743  1.80989  2.47634
H  -6.52635  2.88512  1.53683
Br  4.37174  -8.41200  -2.02202
C  4.29533  -7.70214  -3.83714
C  5.51639  -8.09818  -4.63078
Br  7.06368  -7.02491  -4.12827
H  4.16514  -6.62320  -3.75182
H  3.39495  -8.13869  -4.27391
H  5.36464  -7.89837  -5.69306
H  5.79733  -9.14248  -4.49934
Br  -2.42762  10.74719  9.99990
C  -3.20022  9.19345  10.88681
C  -2.16840  8.46183  11.70902
Br  -0.98485  7.39703  10.58300
H  -3.65175  8.57591  10.11112
H  -3.98655  9.59619  11.52839
H  -2.64943  7.74237  12.37403
H  -1.53516  9.12622  12.29647
Br  -5.31797  -0.36491  -0.43884
C  -6.83922  -1.50857  -0.01696
C  -7.73108  -0.87123  1.01949
Br  -6.95495  -1.00962  2.80245
H  -6.43647  -2.47241  0.29225
H  -7.37392  -1.62930  -0.96121
H  -8.68400  -1.39951  1.08220
H  -7.91834  0.18668  0.83509
Br  -11.66459  5.97593  4.95243
C  -12.07655  4.07384  5.05891
C  -11.37100  3.42497  6.22382
Br  -9.48379  3.13602  5.83320
H  -11.81265  3.63679  4.09631
H  -13.15931  4.02528  5.19084
H  -11.77813  2.43009  6.41270
H  -11.42012  4.01265  7.14015
Br  4.92435  0.70558  -2.12659
C  6.00398  -0.45480  -3.27754
C  5.56198  -0.36242  -4.71756
Br  3.91511  -1.36376  -5.01661
H  5.93543  -1.46348  -2.86882
H  7.02841  -0.09114  -3.16667
H  6.29902  -0.82424  -5.37744
H  5.37682  0.66030  -5.04696
Br  3.22143  -10.27496  -9.50559
C  1.79889  -9.99830  -8.20123
C  2.33056  -9.36757  -6.93863
Br  3.27329  -10.67284  -5.83853
H  1.32569  -10.96605  -8.03587
H  1.08819  -9.33125  -8.69358
H  1.51000  -9.00966  -6.31398
H  3.02442  -8.54741  -7.12448
Br  1.91187  -14.09146  -8.21922
C  2.36121  -14.44953  -6.35651
C  3.65637  -15.21438  -6.24280
Br  3.40878  -17.09582  -6.68794
H  1.51077  -14.97125  -5.91892
H  2.45509  -13.46504  -5.89382
H  4.01408  -15.21076  -5.21167
H  4.44078  -14.83332  -6.89639
Br  6.15775  6.34553  1.29562
C  7.21819  5.20027  0.12584
C  6.75906  5.30763  -1.30923
Br  5.10303  4.31032  -1.60651
H  7.15179  4.18880  0.52576
H  8.24385  5.56093  0.23150
H  7.49048  4.85065  -1.97950
H  6.57302  6.33411  -1.62639
Br  2.24381  4.12970  7.76054
C  3.29422  2.97431  6.59310
C  2.82419  3.06793  5.16268
Br  1.17219  2.06891  4.89396
H  3.23225  1.96690  7.00307
H  4.32007  3.33680  6.68436
H  3.54878  2.60533  4.49015
H  2.63406  4.09064  4.83700
Br  6.14457  -11.03545  -11.49109
C  5.67760  -12.92389  -11.36371
C  6.36763  -13.58122  -10.19456
Br  8.24486  -13.93091  -10.58592
H  5.92443  -13.37792  -12.32274
H  4.59411  -12.93906  -11.22733
H  5.93140  -14.56158  -9.99420
H  6.33839  -12.98208  -9.28459
Br  -1.39932  -9.60782  -9.50967
C  -2.81758  -9.33271  -8.20125
C  -2.28204  -8.70379  -6.93886
Br  -1.33499  -10.01030  -5.84468
H  -3.28980  -10.30043  -8.03583
H  -3.52942  -8.66501  -8.69059
H  -3.10050  -8.34686  -6.31134
H  -1.58926  -7.88364  -7.12615


Entry 2:
Computed, not measured: a cluster of 13 separate species, C39H78O33 in total at a distorted geometry, with ωB97M-V with the def2-TZVPD basis set.

**E_tot**: -109272.32597 eV
**2S+1**: 1
**LUMO energy**: 0.320 eV
**HOMO-LUMO gap**: 0.357 Eh

Cartesian coordinates (Å):
C  -2.94717  1.92443  3.83760
O  -3.93351  1.18805  4.55718
C  -4.92142  1.73665  5.19121
O  -5.07470  2.94642  5.22821
O  -5.72017  0.78148  5.67998
C  -6.97748  1.21377  6.11563
H  -3.46572  2.41152  3.01179
H  -2.13802  1.27071  3.51199
H  -2.50093  2.68474  4.47862
H  -7.55484  1.52838  5.24628
H  -6.90649  1.98130  6.88632
H  -7.47542  0.31257  6.47340
C  -0.05924  -4.92619  -4.43870
O  0.25995  -4.25381  -3.27585
C  0.21954  -4.84974  -2.09723
O  0.30460  -6.06509  -1.90706
O  0.10041  -3.93902  -1.13098
C  -0.01298  -4.43107  0.18714
H  -1.02592  -4.48569  -4.68281
H  -0.25201  -5.99834  -4.40086
H  0.66589  -4.66422  -5.20920
H  0.85341  -5.01698  0.49401
H  -0.88374  -5.05629  0.38454
H  -0.11070  -3.60118  0.88703
C  -1.34476  -1.97537  3.13441
O  -1.81663  -1.80396  4.49697
C  -0.97197  -1.75383  5.54725
O  0.24904  -1.62028  5.49268
O  -1.60781  -1.88478  6.75282
C  -2.97243  -1.78447  6.91891
H  -0.41403  -2.54083  3.08865
H  -1.29089  -1.04205  2.57397
H  -2.13062  -2.56279  2.65959
H  -3.34215  -1.57593  7.92286
H  -3.53151  -2.62782  6.51357
H  -3.36116  -0.93687  6.35449
C  0.73283  3.03838  -3.39490
O  -0.33896  3.91916  -3.18452
C  -0.25399  4.91333  -2.20914
O  -1.06936  5.82346  -2.13560
O  0.83532  4.77167  -1.52039
C  1.11614  5.69730  -0.44757
H  1.00187  2.56680  -2.44974
H  1.63007  3.56243  -3.72419
H  0.52048  2.19484  -4.05174
H  0.70272  6.66748  -0.72314
H  2.20573  5.67935  -0.42346
H  0.68315  5.45544  0.52306
C  1.03997  1.16977  4.29236
O  1.78572  2.03269  3.43408
C  1.27210  3.19125  2.85501
O  1.89262  3.92484  2.08666
O  -0.05626  3.38828  3.23575
C  -0.62919  4.67713  3.19603
H  0.77850  1.75560  5.17357
H  1.59302  0.28001  4.59329
H  0.08660  0.95573  3.80928
H  0.00685  5.38993  3.72088
H  -1.63476  4.58521  3.60650
H  -0.73269  5.05486  2.17882
C  2.63571  -2.43885  -3.68620
O  3.49581  -1.53626  -4.31788
C  3.19907  -0.24128  -4.18858
O  2.14172  0.23705  -3.76311
O  4.26630  0.43575  -4.65155
C  4.23342  1.86621  -4.67368
H  1.63250  -2.07110  -3.47072
H  3.07423  -2.71999  -2.72873
H  2.44050  -3.31599  -4.30313
H  4.43247  2.26656  -3.67960
H  3.26139  2.19075  -5.04505
H  5.03197  2.21677  -5.32753
C  -3.89218  -1.51227  -0.72340
O  -5.19659  -0.97833  -0.54868
C  -6.25399  -1.77803  -0.57864
O  -6.16395  -2.97738  -0.70724
O  -7.41265  -1.07001  -0.47622
C  -8.67662  -1.72611  -0.42601
H  -3.21986  -0.67223  -0.89781
H  -3.85329  -2.12572  -1.62355
H  -3.44005  -2.11524  0.06407
H  -9.45095  -0.99759  -0.66638
H  -8.76542  -2.19029  0.55621
H  -8.70659  -2.48963  -1.20333
C  5.27130  5.43466  1.63093
O  4.86484  4.33269  0.84908
C  5.25720  4.08021  -0.45599
O  5.96012  4.80335  -1.13114
O  4.73058  2.93432  -0.92114
C  4.00500  2.02145  -0.11165
H  4.81371  5.54684  2.61385
H  5.12941  6.36023  1.07300
H  6.35550  5.44447  1.74275
H  4.64808  1.68871  0.70312
H  3.70280  1.20461  -0.76706
H  3.08946  2.44711  0.29908
C  1.62838  -1.12221  -0.53713
O  1.23429  0.19285  -0.31386
C  0.01073  0.37945  0.06487
O  -0.81619  -0.47813  0.34232
O  -0.18558  1.65938  0.06318
C  -1.44240  2.28966  0.28640
H  2.68718  -0.97651  -0.75115
H  1.09480  -1.66799  -1.31529
H  1.55669  -1.64359  0.41740
H  -1.43444  3.36594  0.11419
H  -1.89367  2.12873  1.26545
H  -2.12893  1.86870  -0.44816
C  5.59256  -3.16314  -1.15884
O  4.82516  -4.28430  -1.59433
C  3.80877  -4.69530  -0.88602
O  3.34073  -4.12319  0.15520
O  3.30032  -5.79938  -1.45321
C  3.79004  -6.33729  -2.62522
H  5.98841  -3.25257  -0.14720
H  5.01254  -2.24077  -1.18915
H  6.42531  -2.98096  -1.83813
H  4.83513  -6.63216  -2.53060
H  3.62814  -5.65985  -3.46365
H  3.21795  -7.18259  -3.00770
C  -2.90268  -2.13468  -4.22360
C  -1.68558  -1.60132  -4.90138
O  -1.36058  -1.98495  -5.98635
C  -0.81195  -0.65710  -4.12537
H  -3.60576  -1.31412  -4.08058
H  -2.75815  -2.65118  -3.27468
H  -3.32831  -2.87484  -4.90116
H  -0.31508  -1.17336  -3.30398
H  -1.46757  0.13247  -3.75818
H  -0.01893  -0.26285  -4.76081
C  -3.04615  2.84744  -3.99076
C  -3.69991  2.28295  -2.72931
O  -3.69722  1.09801  -2.58035
C  -4.32536  3.26900  -1.80297
H  -2.06343  2.38799  -4.09689
H  -2.99585  3.93373  -3.91630
H  -3.65726  2.68393  -4.87840
H  -3.70193  4.09919  -1.47096
H  -4.67121  2.78203  -0.89119
H  -5.23432  3.71561  -2.20600
C  3.49833  -1.43500  2.66753
C  4.98435  -1.46295  2.56252
O  5.53638  -0.74396  1.72209
C  5.88714  -2.35590  3.38964
H  3.10597  -1.06844  3.61610
H  3.01067  -2.39847  2.51913
H  3.13899  -0.83675  1.83023
H  6.91515  -1.99915  3.32609
H  5.85926  -3.36074  2.96820
H  5.61783  -2.39484  4.44513


Entry 3:
Computed, not measured: a structure of composition C33H24HgN9OS2, with ωB97M-V with the def2-TZVPD basis set.

**E_tot**: -75916.27449 eV
**Net charge**: -2
**2S+1**: 2
**LUMO energy (spin up / spin down)**: 3.567 / 3.567 eV
**HOMO-LUMO gap (spin up / spin down)**: 0.173 / 0.190 Eh
**Energy relative to the best compared isomer or geometry (same formula, charge and spin)**: 2.298 eV

Cartesian coordinates (Å):
Hg  0.45078  -0.50827  0.64168
C  4.83126  -0.28204  -3.19718
C  3.71692  -0.01929  -3.99024
C  2.50262  0.33030  -3.41396
C  2.36761  0.40889  -2.01720
C  3.49402  0.14903  -1.22938
C  4.70323  -0.18790  -1.81421
N  1.15326  0.70913  -1.39995
N  0.30210  1.36454  -2.15998
C  -1.00277  1.13441  -1.86751
C  -1.97971  2.07297  -2.29783
C  -3.31069  1.76382  -2.16556
C  -3.67929  0.53071  -1.60622
C  -2.66410  -0.31097  -1.18853
N  -1.36428  -0.03666  -1.29785
H  5.77617  -0.56163  -3.64783
H  3.79393  -0.08190  -5.07180
H  1.62984  0.52094  -4.02310
H  3.41004  0.21584  -0.15160
H  5.55915  -0.38717  -1.17580
H  -1.63283  3.00571  -2.72519
H  -4.06951  2.46434  -2.49458
H  -4.71814  0.23836  -1.51409
H  -2.90354  -1.27582  -0.74324
S  -0.27041  -0.16667  3.07249
C  0.81177  -1.29766  3.86640
C  0.45608  -1.74648  5.14973
C  1.26191  -2.59901  5.88894
C  2.47139  -3.03004  5.35171
C  2.83443  -2.61620  4.07963
C  2.02996  -1.76060  3.30669
S  2.62110  -1.31543  1.71541
H  -0.48275  -1.39571  5.56622
H  0.95051  -2.92245  6.87749
H  3.12156  -3.68819  5.91878
H  3.77419  -2.94513  3.64910
N  -6.18330  2.68592  3.31475
C  -7.09137  3.60315  3.79301
C  -8.29975  3.47722  4.47042
C  -8.96494  4.64859  4.78603
C  -8.44059  5.90053  4.42885
C  -7.24007  6.01425  3.74901
C  -6.55451  4.84581  3.42620
N  -5.35675  4.66952  2.75273
C  -5.16683  3.38048  2.70901
C  -4.01783  2.69682  2.09107
C  -2.95830  3.43356  1.58599
C  -1.88841  2.75452  1.02278
N  -1.81982  1.42843  0.94015
C  -2.84046  0.72195  1.41822
C  -3.95358  1.31479  1.99600
H  -6.21731  1.68987  3.42982
H  -8.71013  2.50775  4.72742
H  -9.90697  4.59694  5.31747
H  -8.99377  6.79507  4.68779
H  -6.84042  6.97887  3.46089
H  -2.97542  4.51367  1.64959
H  -1.04154  3.29655  0.61317
H  -2.75145  -0.35758  1.34029
H  -4.75040  0.67723  2.36189
N  0.71204  -2.98529  -3.45319
C  0.34407  -2.73787  -2.13924
O  1.16206  -2.21952  -1.37994
C  -0.98450  -3.16452  -1.74312
C  -1.86489  -3.81054  -2.64074
N  -2.55029  -4.35508  -3.40424
C  -1.40415  -2.78849  -0.45196
N  -1.68726  -2.42149  0.61274
H  1.49747  -2.42686  -3.74938
H  -0.03353  -3.08805  -4.12251